{
  "formula": "C9H20NO11PPt",
  "method": "ωB97M-V with the def2-TZVPD basis set",
  "orbital_gap_ev": [4.20, 5.08],
  "s2": 2.007,
  "multiplicity": 3,
  "e_homo_ev": [0.29, -0.58],
  "relative_energy_kcal_mol": 16.3,
  "energy_ha": -1698.03875,
  "charge": -2,
  "fmax_ev_per_a": 2.32,
  "symbols": ["Pt", "C", "O", "O", "O", "C", "O", "O", "O", "C", "C", "C", "O", "C", "N", "H", "H", "H", "H", "H", "H", "H", "H", "H", "H", "H", "C", "O", "P", "O", "O", "C", "O", "C", "H", "H", "H", "H", "H", "H", "H", "H", "H"],
  "coordinates": [[-0.1883, 0.9895, 1.1216], [-0.1281, 3.6848, 0.9268], [-0.1914, 4.9261, 0.7303], [-1.1951, 2.9860, 1.2711], [0.9518, 2.9705, 0.7951], [-0.2369, -0.6686, 3.2418], [-0.4001, -1.3299, 4.2917], [0.7671, 0.1525, 3.0459], [-1.0913, -0.7139, 2.2338], [1.6551, -1.9658, -0.7221], [2.2008, -0.8260, 0.1250], [3.7247, -0.9079, 0.2800], [4.1988, 0.2864, 0.8359], [5.5915, 0.3287, 0.9145], [1.7274, 0.4808, -0.4238], [1.4491, -2.8710, -0.1460], [2.2811, -2.1373, -1.6031], [0.6396, -1.6799, -1.0185], [1.7787, -0.9395, 1.1298], [4.1773, -1.0650, -0.7164], [3.9253, -1.7694, 0.9325], [5.9046, 1.2015, 1.4886], [6.0734, 0.4799, -0.0701], [5.9945, -0.5894, 1.3580], [1.9349, 0.4048, -1.4263], [2.4078, 1.1696, -0.0987], [-3.0935, 1.4420, -3.0926], [-3.9474, 0.9321, -2.0691], [-3.3251, 0.2120, -0.8048], [-2.0347, 0.6750, -0.3328], [-3.3808, -1.3498, -1.1843], [-2.2891, -1.9034, -1.8938], [-4.4965, 0.3281, 0.2102], [-4.2383, -0.2256, 1.5248], [-3.3008, 2.5038, -3.2074], [-3.3101, 0.9150, -4.0238], [-2.0412, 1.3119, -2.8359], [-1.5447, -2.3091, -1.2096], [-1.8194, -1.2254, -2.6095], [-2.6676, -2.7429, -2.4900], [-4.2317, -1.3144, 1.4217], [-4.9946, 0.1031, 2.2259], [-3.2364, 0.0502, 1.8736]],
  "forces_ev_per_a": [[0.125, 1.173, 1.628], [-0.482, 0.432, -0.038], [0.198, -0.518, 0.107], [0.124, -0.215, 0.071], [-0.071, -0.400, -0.318], [0.054, 0.270, 0.254], [0.101, -0.014, -0.367], [-0.101, -0.142, -0.244], [-0.098, -0.056, -0.408], [-0.653, 0.238, 0.206], [-0.193, 0.175, 0.467], [-0.821, -0.183, -0.479], [0.288, 0.148, 0.205], [0.368, 0.254, -0.315], [1.713, -1.484, -0.474], [0.646, -0.133, -0.033], [-0.125, -0.242, -0.038], [0.212, 0.210, -0.271], [0.002, 0.329, 0.018], [0.148, -0.071, 0.073], [0.346, 0.012, -0.056], [-0.277, -0.122, 0.299], [-0.247, -0.317, -0.052], [0.070, 0.057, 0.101], [-0.393, 0.274, -0.001], [-0.633, 0.392, 0.241], [0.121, 0.056, 0.044], [-0.135, 0.146, -0.209], [-0.118, -0.368, 0.533], [0.216, 0.005, -1.212], [-0.029, 0.223, -0.107], [0.129, -0.843, -0.376], [-0.789, 0.181, 0.158], [0.896, -0.572, 0.018], [0.036, 0.009, -0.028], [-0.045, 0.011, 0.016], [-0.023, 0.096, 0.074], [0.065, 0.281, 0.093], [0.019, 0.262, 0.257], [-0.121, 0.101, 0.155], [-0.195, 0.070, 0.198], [-0.224, 0.175, -0.209], [-0.105, 0.100, 0.018]],
  "lowdin_charge": [1.17, -0.95, -0.12, -0.22, -0.21, -0.94, -0.11, -0.21, -0.26, -0.07, -0.43, -0.22, -0.17, -0.13, 0.00, 0.08, 0.07, 0.05, 0.11, 0.12, 0.13, 0.09, 0.08, 0.08, 0.08, 0.06, -0.10, -0.20, 0.35, -0.27, -0.21, -0.12, -0.20, -0.06, 0.09, 0.08, 0.08, 0.08, 0.08, 0.08, 0.09, 0.08, 0.07]
}

{
  "formula": "C3H3NO",
  "method": "ωB97M-V with the def2-TZVPD basis set",
  "orbital_gap_ev": 9.82,
  "e_homo_ev": -8.95,
  "relative_energy_kcal_mol": 41.1,
  "energy_ha": -246.02601,
  "smiles": "c1cocn1",
  "fmax_ev_per_a": 3.50,
  "symbols": ["C", "C", "O", "C", "N", "H", "H", "H"],
  "coordinates": [[-0.7404, -0.5941, 0.0182], [-0.7232, 0.7508, 0.1037], [0.5256, 1.2173, 0.2378], [1.2733, -0.2038, 0.1135], [0.5191, -1.1938, 0.2851], [-1.4612, -1.2322, -0.4477], [-1.6102, 1.3761, 0.1206], [2.2033, -0.1223, -0.4310]],
  "forces_ev_per_a": [[-0.919, -0.602, 0.719], [-0.464, -0.764, -0.081], [1.393, -3.093, -0.868], [-0.144, 2.522, 0.954], [-0.103, 1.612, -2.352], [-0.785, -0.167, 0.709], [0.536, 0.277, -0.098], [0.486, 0.215, 1.018]],
  "lowdin_charge": [-0.15, -0.19, -0.03, -0.07, 0.10, 0.09, 0.12, 0.13]
}

{
  "formula": "C29H39F8NO7",
  "method": "ωB97M-V with the def2-TZVPD basis set",
  "orbital_gap_ev": 9.01,
  "e_homo_ev": -9.38,
  "energy_ha": -2508.84935,
  "smiles": "C[C@H](F)CN1C(=O)c2ccc(C(F)(F)C(F)(F)C(F)(F)F)cc2C1=O.CC(C)=O.CC(C)=O.CC(C)=O.CC(C)=O.CC(C)=O",
  "fmax_ev_per_a": 2.04,
  "symbols": ["C", "C", "F", "C", "N", "C", "O", "C", "C", "C", "C", "C", "F", "F", "C", "F", "F", "C", "F", "F", "F", "C", "C", "C", "O", "H", "H", "H", "H", "H", "H", "H", "H", "H", "C", "C", "C", "O", "H", "H", "H", "H", "H", "H", "C", "C", "C", "O", "H", "H", "H", "H", "H", "H", "C", "C", "C", "O", "H", "H", "H", "H", "H", "H", "C", "C", "C", "O", "H", "H", "H", "H", "H", "H", "C", "C", "C", "O", "H", "H", "H", "H", "H", "H"],
  "coordinates": [[4.6321, -0.4514, 0.2122], [3.5626, -1.3141, 0.8335], [4.1829, -2.3278, 1.5427], [2.7364, -1.9631, -0.2776], [1.3177, -2.0580, 0.0535], [0.8345, -3.0537, 0.9256], [1.4874, -3.9107, 1.4817], [-0.6626, -2.8192, 0.9032], [-1.6308, -3.1885, 1.7577], [-2.9033, -2.8253, 1.4550], [-3.1835, -2.1332, 0.3346], [-4.6076, -1.7378, 0.0370], [-5.0174, -2.4508, -1.0444], [-5.4270, -2.0434, 1.0421], [-4.8206, -0.2436, -0.3435], [-4.5360, -0.0705, -1.6383], [-6.0944, 0.0738, -0.1410], [-3.9572, 0.7743, 0.4754], [-4.6467, 1.9211, 0.5667], [-3.7243, 0.3519, 1.7076], [-2.8241, 1.0676, -0.1411], [-2.1930, -1.7789, -0.5446], [-0.9365, -2.1159, -0.2308], [0.3653, -1.8359, -0.9414], [0.5559, -1.4739, -2.0843], [4.1976, 0.2937, -0.4435], [5.3158, -1.0548, -0.3815], [5.1986, 0.0144, 1.0128], [2.9113, -0.7136, 1.4590], [3.1530, -2.9185, -0.5879], [2.7995, -1.2968, -1.1295], [-1.3858, -3.7323, 2.6529], [-3.7199, -3.0676, 2.1106], [-2.4128, -1.2334, -1.4483], [0.9477, 1.7955, -1.6893], [1.2498, 2.3386, -0.3136], [0.7235, 3.7121, 0.0124], [1.8869, 1.6973, 0.4966], [1.3793, 0.8019, -1.7959], [-0.1322, 1.7285, -1.8338], [1.3704, 2.4498, -2.4532], [-0.3653, 3.7196, -0.0661], [1.1424, 4.4446, -0.6791], [1.0058, 3.9828, 1.0232], [0.8663, 0.1161, 3.2497], [-0.5148, -0.0926, 3.8186], [-1.4152, 1.1161, 3.8899], [-0.8806, -1.1813, 4.1993], [1.4048, -0.8308, 3.2595], [0.8025, 0.4799, 2.2220], [1.4148, 0.8416, 3.8519], [-1.5767, 1.5202, 2.8896], [-0.9616, 1.8825, 4.5200], [-2.3745, 0.8290, 4.3155], [-2.5886, 2.2983, -5.0578], [-1.0952, 2.1598, -4.8827], [-0.5280, 0.7629, -4.9292], [-0.3875, 3.1254, -4.7101], [-2.8636, 3.3492, -5.0024], [-2.8890, 1.9033, -6.0293], [-3.1097, 1.7528, -4.2690], [-0.7414, 0.3017, -5.8946], [-0.9627, 0.1578, -4.1315], [0.5496, 0.8055, -4.7886], [1.5486, -9.0223, -0.0382], [1.3926, -7.6581, -0.6677], [2.0442, -6.4990, 0.0436], [0.7722, -7.5048, -1.6941], [1.0344, -9.7626, -0.6471], [2.6054, -9.2861, 0.0245], [1.1157, -9.0234, 0.9632], [3.1220, -6.6581, 0.1084], [1.6322, -6.3931, 1.0462], [1.8559, -5.5849, -0.5120], [2.5216, 7.6445, 0.9418], [1.1535, 7.2924, 1.4731], [0.1431, 8.4099, 1.5584], [0.8802, 6.1652, 1.8143], [3.1469, 6.7543, 0.9333], [2.4393, 8.0307, -0.0754], [2.9870, 8.3984, 1.5782], [-0.0369, 8.8276, 0.5667], [0.5103, 9.1954, 2.2204], [-0.7926, 8.0221, 1.9544]],
  "forces_ev_per_a": [[0.308, -0.078, 0.307], [0.002, -0.325, -1.384], [0.025, 0.006, 0.674], [-0.204, 0.543, 0.059], [1.278, -0.978, -0.842], [-0.211, -0.322, 0.833], [-0.675, 1.285, -0.397], [1.966, -0.556, -0.032], [0.617, -1.036, 1.376], [-1.336, -0.480, 1.337], [-1.190, 0.875, -0.781], [0.659, -0.245, -0.685], [-0.319, -0.115, -0.263], [-0.373, 0.059, 0.558], [0.489, -0.038, 0.630], [0.119, 0.117, -0.442], [-0.629, 0.004, -0.006], [-0.997, 0.764, -0.259], [0.028, -0.009, 0.037], [0.211, -0.283, 0.215], [0.586, -0.241, -0.007], [-0.840, 0.848, -1.450], [1.525, 0.016, -0.974], [-0.775, 0.749, -0.165], [-0.070, -0.205, 1.045], [-0.114, 0.284, 0.121], [0.043, -0.178, -0.028], [0.142, 0.245, -0.065], [-0.008, -0.095, 0.402], [0.056, -0.183, 0.222], [-0.224, -0.007, -0.268], [-0.043, -0.106, 0.209], [-0.057, -0.127, 0.283], [0.000, 0.039, -0.174], [0.284, -0.211, 0.198], [-0.091, 0.061, -0.145], [0.158, -0.278, 0.228], [0.012, -0.108, -0.048], [-0.042, 0.033, -0.012], [-0.001, 0.133, -0.097], [-0.203, 0.094, -0.045], [0.005, 0.091, -0.164], [-0.151, 0.010, -0.087], [0.012, 0.028, 0.017], [-0.093, -0.292, 0.016], [0.145, -0.028, -0.010], [-0.165, -0.185, 0.124], [-0.129, -0.058, -0.031], [-0.023, -0.011, 0.053], [0.071, 0.172, 0.093], [-0.008, 0.128, -0.133], [0.120, 0.130, 0.026], [0.050, 0.083, -0.133], [0.006, -0.010, -0.006], [0.067, 0.251, 0.040], [0.033, -0.009, -0.030], [0.194, 0.171, 0.068], [0.001, 0.027, 0.042], [0.015, 0.000, 0.001], [-0.058, -0.135, 0.069], [-0.036, -0.122, -0.100], [-0.129, -0.089, 0.069], [-0.051, -0.115, -0.103], [-0.004, -0.010, 0.012], [-0.147, -0.070, -0.201], [0.031, 0.039, -0.028], [-0.104, -0.075, -0.276], [-0.027, -0.011, -0.013], [-0.002, 0.015, -0.008], [0.003, 0.033, 0.156], [0.146, 0.010, 0.067], [-0.011, -0.027, 0.166], [0.143, -0.014, 0.073], [-0.004, -0.003, -0.009], [0.026, -0.252, 0.039], [-0.002, 0.002, 0.014], [-0.138, -0.195, 0.077], [-0.009, 0.110, 0.081], [-0.014, -0.002, 0.010], [0.020, 0.150, 0.052], [-0.028, 0.113, -0.105], [0.089, 0.126, 0.033], [0.038, 0.091, -0.122], [0.011, -0.012, 0.000]],
  "lowdin_charge": [-0.04, -0.37, -0.01, -0.06, 0.07, -0.30, 0.13, -0.07, 0.03, 0.01, -0.12, -0.41, 0.14, 0.15, -0.37, 0.16, 0.18, -0.55, 0.17, 0.20, 0.18, 0.06, -0.06, -0.32, 0.11, 0.07, 0.09, 0.09, 0.12, 0.14, 0.12, 0.14, 0.14, 0.14, -0.01, -0.48, -0.02, 0.05, 0.06, 0.08, 0.09, 0.09, 0.09, 0.06, -0.02, -0.49, -0.02, 0.06, 0.08, 0.06, 0.10, 0.07, 0.09, 0.08, -0.02, -0.51, -0.02, 0.06, 0.08, 0.09, 0.08, 0.09, 0.08, 0.08, -0.03, -0.50, -0.03, 0.07, 0.08, 0.08, 0.08, 0.09, 0.08, 0.07, -0.02, -0.50, -0.02, 0.05, 0.08, 0.09, 0.09, 0.09, 0.09, 0.08]
}